Record 1
Molecular formula: C3H11NO
Method: DFT, wB97M-V/def2-TZVPD

Geometry as ORCA input:
```
! wB97M-V def2-TZVPD RIJCOSX def2/J DEFGRID3
* xyz 0 1
C -0.9489 0.1123 1.7427
N -0.7682 0.7993 0.5013
C 0.6059 1.3295 0.2989
H -1.7157 -0.6781 1.6528
H -1.3441 0.6840 2.5996
H -0.1153 -0.5119 2.0475
H -1.3957 1.4349 0.0475
H 1.3110 0.5422 0.5568
H 0.8204 1.6053 -0.7442
H 0.7069 2.2251 0.9235
C 0.6634 -1.3384 -1.9819
O -0.2286 -1.5173 -0.8926
H 0.7888 -0.2587 -2.0232
H 0.2142 -1.8122 -2.8419
H 1.6677 -1.7644 -1.7196
H -0.2618 -0.8515 -0.1672
*
```

Properties
SMILES string: CNC.CO
Energy relative to the best compared isomer or geometry (same formula, charge and spin) in kcal/mol: 43.3
F_max in eV Å⁻¹: 2.9
E_HOMO in eV: -8.732
E_LUMO in Eh: 0.0369
HOMO-LUMO gap in eV: 9.74

These are the natural (NBO) partial charges, in e, on atoms 1 to 2: atom 1 (C): -0.441, atom 2 (N): -0.668

---

Record 2
Molecular formula: C5H8O
Method: DFT, wB97M-V/def2-TZVPD

Geometry as ORCA input:
```
! wB97M-V def2-TZVPD RIJCOSX def2/J DEFGRID3
* xyz 0 1
O 1.5350 0.7573 -0.8121
C 2.0494 1.2377 0.2777
C 0.1938 -0.9118 0.5900
C 0.3492 -0.0725 -0.6719
C -1.3290 -0.6755 0.4675
C -1.0185 0.5693 -0.4005
H 2.9543 1.7665 -0.1092
H 0.5900 -1.9300 0.5755
H 0.6132 -0.3520 1.4300
H 0.3409 -0.6601 -1.5918
H -1.8261 -1.4622 -0.1092
H -1.8796 -0.5151 1.3968
H -1.6622 0.7815 -1.2591
H -0.9103 1.4668 0.2163
*
```

Properties
Energy relative to the best compared isomer or geometry (same formula, charge and spin) in kcal/mol: 89.4
F_max in eV Å⁻¹: 0.4
E_HOMO in eV: -8.477
E_LUMO in Eh: 0.0353
HOMO-LUMO gap in eV: 9.44

These are the natural (NBO) partial charges, in e, on atoms 1 to 2: atom 1 (O): -0.463, atom 2 (C): 0.068

---

Record 3
Molecular formula: C8H12S3
Method: DFT, wB97M-V/def2-TZVPD

Geometry as ORCA input:
```
! wB97M-V def2-TZVPD RIJCOSX def2/J DEFGRID3
* xyz 0 1
C 0.5238 -1.0312 -1.2433
C -0.5830 -0.7525 -0.1653
C -0.2250 -1.5242 1.1087
C -1.8868 -1.3163 -0.7502
C -0.6752 0.7777 0.0602
C 0.6096 1.5294 0.3180
C 1.2412 2.1589 -0.7368
S 2.6907 3.0685 -0.3504
S 2.5086 2.8769 1.7527
C 1.1960 1.7122 1.6412
S 0.6026 1.1538 3.0897
H 0.3115 -0.4630 -2.1410
H 1.5090 -0.7543 -0.8893
H 0.5485 -2.0931 -1.5136
H -0.3912 -2.6313 0.9840
H -0.7504 -1.1951 1.9794
H 0.8606 -1.3948 1.3210
H -2.1424 -0.8507 -1.7109
H -1.7551 -2.3938 -0.9528
H -2.7021 -1.1815 -0.0674
H -1.3526 1.0547 0.8929
H -1.0451 1.1801 -0.8709
H 0.9070 2.0698 -1.7559
*
```

Properties
SMILES string: CC(C)(C)Cc1cssc1=S
Energy relative to the best compared isomer or geometry (same formula, charge and spin) in kcal/mol: 0.0
F_max in eV Å⁻¹: 2.7
E_HOMO in eV: -8.193
E_LUMO in Eh: -0.0275
HOMO-LUMO gap in eV: 7.44

These are the natural (NBO) partial charges, in e, on atoms 1 to 2: atom 1 (C): -0.611, atom 2 (C): -0.032

---

Record 4
Molecular formula: C6H13NO
Method: DFT, wB97M-V/def2-TZVPD

Geometry as ORCA input:
```
! wB97M-V def2-TZVPD RIJCOSX def2/J DEFGRID3
* xyz 0 1
C -1.4826 -0.3142 1.5111
C -0.0495 -0.1724 0.8825
C 0.4440 1.2669 1.0520
C -0.0368 -0.6125 -0.5840
C -1.3006 -0.2255 -1.3640
N 1.1397 -0.1210 -1.3203
C 2.4098 -0.3589 -0.9378
O 2.6998 -0.9893 0.0649
H -2.1164 -0.9693 0.9212
H -1.3679 -0.6097 2.5508
H -1.9397 0.6724 1.5321
H 0.5366 -0.8294 1.5019
H 0.1870 1.9045 0.2072
H 1.5266 1.2971 1.1754
H -0.0374 1.7354 1.9110
H 0.0817 -1.6896 -0.6364
H -1.9388 -1.1001 -1.4113
H -1.8080 0.6256 -0.9170
H -1.1214 -0.0150 -2.4220
H 0.9823 0.4886 -2.1055
H 3.1918 0.0165 -1.6118
*
```

Properties
SMILES string: CC(C)[C@@H](C)NC=O
Energy relative to the best compared isomer or geometry (same formula, charge and spin) in kcal/mol: 14.8
F_max in eV Å⁻¹: 1.5
E_HOMO in eV: -9.676
E_LUMO in Eh: 0.0315
HOMO-LUMO gap in eV: 10.53

These are the natural (NBO) partial charges, in e, on atoms 1 to 2: atom 1 (C): -0.608, atom 2 (C): -0.229

---

Record 5
Molecular formula: CH27O16V
Method: DFT, wB97M-V/def2-TZVPD

Geometry as ORCA input:
```
! wB97M-V def2-TZVPD RIJCOSX def2/J DEFGRID3
* xyz 1 4
V -0.7291 -1.4811 -2.1235
C -0.1741 -0.1281 0.1785
O -1.0691 0.4579 -0.4165
O 0.3479 0.3319 1.3185
O 0.2829 -1.1721 -0.2995
H -0.1741 1.1219 1.6065
O 0.6269 -3.1781 2.1275
H 1.4599 -2.7051 2.3285
H 0.6639 -3.6411 1.2765
O 1.9389 -3.6771 -0.3035
H 2.6499 -4.2301 -0.6295
H 2.3679 -2.8261 0.0045
O -2.6641 -2.2951 0.5715
H -2.1521 -1.8881 1.2505
H -3.4661 -1.7791 0.6535
O -3.5341 0.9309 0.0255
H -3.6561 0.6319 0.9085
H -2.6231 0.7569 -0.1335
O -1.1031 2.8019 1.5145
H -1.3851 2.6669 0.5995
H -1.9301 2.8549 2.0005
O -0.6061 -3.5861 -1.5915
H -1.2031 -4.2121 -1.1655
H 0.2919 -3.7701 -1.2685
O 2.8639 -1.1121 0.0055
H 3.0419 -1.2401 0.9815
H 1.9309 -0.8961 -0.0885
O 1.1209 3.3059 -0.5235
H 1.4079 2.4679 -0.0835
H 1.7639 3.9919 -0.2775
O -2.6261 3.2679 -0.6895
H -3.0871 2.4159 -0.6095
H -3.0591 3.8629 -0.0705
O -0.8941 0.3959 -3.2295
H -1.8051 0.6599 -3.5025
H -0.4251 1.2009 -3.0435
O 2.8209 1.5739 1.1365
H 1.9759 1.1109 1.1075
H 2.8759 1.8629 2.0615
O 1.0609 3.8559 2.7755
H 0.4239 3.3419 2.3395
H 1.6489 4.1799 2.1125
O 1.2879 -1.8661 -2.7275
H 1.3459 -2.1811 -3.6275
H 2.1649 -2.1841 -2.4805
*
```

Properties
F_max in eV Å⁻¹: 2.5
E_HOMO (spin up / spin down) in eV: -13.033 / -13.034
<S²>: 3.754
E_LUMO (spin up / spin down) in Eh: -0.1528 / -0.1544
HOMO-LUMO gap (spin up / spin down) in eV: 8.87 / 8.83

These are the natural (NBO) partial charges, in e, on atoms 1 to 2: atom 1 (V): 1.525, atom 2 (C): 0.997

---

Record 6
Molecular formula: C18H27N2O5P2SSr
Method: DFT, wB97M-V/def2-TZVPD

Geometry as ORCA input:
```
! wB97M-V def2-TZVPD RIJCOSX def2/J DEFGRID3
* xyz 1 1
Sr -1.0472 -0.3980 -0.1855
P 0.4575 0.0094 2.5713
C 0.2462 1.7458 2.8256
C -0.0393 2.6040 1.7199
N -0.4117 2.2324 0.4197
C -0.1762 3.0918 -0.5994
C 0.2790 4.3876 -0.3461
C 0.4317 4.8498 0.9691
C 0.1490 3.9829 2.0041
C -0.3045 2.6855 -2.0672
P -1.5267 1.3911 -2.4560
H 0.3260 4.2261 3.0573
H 0.4942 5.0541 -1.1747
H 0.7896 5.8641 1.2071
H -0.5414 3.5605 -2.6872
H 0.6699 2.3311 -2.4366
H -3.0468 0.8796 2.7040
H -0.3497 2.0652 3.7641
H -3.8484 0.1667 0.5032
O -3.8375 0.9817 2.2963
H -3.8684 1.9669 2.2789
H -3.4065 -1.1141 -0.2526
O -3.6596 -0.1518 -0.3997
H -4.4336 -0.0388 -1.0111
C -2.9801 2.4173 -2.8625
H -2.7662 3.0981 -3.7045
H -3.8330 1.7736 -3.1405
H -3.2650 3.0200 -1.9856
C -0.9691 0.8924 -4.1310
H -1.5728 0.0295 -4.4652
H -1.0767 1.7142 -4.8620
H 0.0849 0.5662 -4.0847
C 2.2500 0.3127 2.6663
H 2.4355 0.6746 3.6869
H 2.8490 -0.5594 2.4085
H 2.4451 1.1470 1.9794
C 0.0984 -0.8166 4.1814
H 0.2773 -1.8999 4.0795
H 0.7518 -0.4097 4.9642
H -0.9523 -0.6841 4.4784
O -0.6777 -4.6846 0.9093
S 0.4692 -3.8210 0.9835
O 1.0301 -3.5034 2.2791
N 0.1683 -2.4057 0.1465
C 0.9885 -2.1590 -0.9115
O 0.8620 -1.0758 -1.5728
C 1.9246 -3.2653 -1.1167
C 2.8928 -3.3319 -2.1193
C 3.6701 -4.4837 -2.1935
C 3.4684 -5.5287 -1.2679
C 2.5086 -5.4321 -0.2413
C 1.7447 -4.2694 -0.1826
H 2.9808 -2.4745 -2.7885
H 4.4301 -4.5638 -2.9728
H 4.0771 -6.4262 -1.3542
H 2.3406 -6.2243 0.4896
*
```

Properties
Energy relative to the best compared isomer or geometry (same formula, charge and spin) in kcal/mol: 171.9
F_max in eV Å⁻¹: 5.0
E_HOMO (spin up / spin down) in eV: -8.254 / -8.152
E_LUMO (spin up / spin down) in Eh: -0.2034 / -0.2029
HOMO-LUMO gap (spin up / spin down) in eV: 2.72 / 2.63

These are the Mulliken partial charges, in e, on atoms 1 to 2: atom 1 (Sr): 1.264, atom 2 (P): 0.640

---

Record 7
Molecular formula: C7H12N2O
Method: DFT, wB97M-V/def2-TZVPD

Geometry as ORCA input:
```
! wB97M-V def2-TZVPD RIJCOSX def2/J DEFGRID3
* xyz 0 1
C 0.8002 1.8394 0.8372
C -0.0701 1.5002 -0.0825
O 0.2070 1.7789 -1.3950
C -1.4771 0.9196 0.3373
C -1.7812 -0.3903 -0.3964
C -1.2396 -1.6200 0.3629
C 0.2085 -2.0184 -0.0374
N 1.0518 -0.8964 0.0429
C 2.1563 -0.5215 -0.3018
N 3.1124 0.1035 -0.8085
H 1.8134 2.1587 0.5505
H 0.7526 1.7960 1.9989
H 0.7856 2.5045 -1.4651
H -2.1941 1.7324 0.0138
H -1.5709 0.7644 1.3897
H -1.4270 -0.4851 -1.3913
H -2.8530 -0.3745 -0.4951
H -1.2220 -1.4656 1.4990
H -1.9097 -2.3469 0.1498
H 0.4901 -2.7355 0.6345
H 0.2698 -2.5607 -1.0156
H 4.0969 0.3173 -0.4280
*
```

Properties
SMILES string: C=C(O)CCCCN=C=N
Energy relative to the best compared isomer or geometry (same formula, charge and spin) in kcal/mol: 71.2
F_max in eV Å⁻¹: 4.1
E_HOMO in eV: -8.253
E_LUMO in Eh: 0.0327
HOMO-LUMO gap in eV: 9.14

These are the natural (NBO) partial charges, in e, on atoms 1 to 2: atom 1 (C): -0.547, atom 2 (C): 0.348

---

Record 8
Molecular formula: C14H19ClN2OS
Method: DFT, wB97M-V/def2-TZVPD

Geometry as ORCA input:
```
! wB97M-V def2-TZVPD RIJCOSX def2/J DEFGRID3
* xyz 0 1
C -0.8437 2.9488 -0.0676
H 0.3193 3.1782 -0.2226
O -0.8144 1.6355 -0.2525
C -2.1259 0.9211 -0.0667
C -3.3714 1.4464 -0.1708
C -4.6487 0.8447 0.1281
C -4.6688 -0.5746 0.3152
C -3.4011 -1.1185 0.0429
C -2.2334 -0.4242 -0.0008
N -0.9286 -1.1939 0.0853
C 0.0046 -0.6653 0.9749
N 1.1416 -1.3829 0.6205
C 1.5595 -2.3566 -0.6256
H 2.4475 -2.6987 -0.3022
C 1.7882 -1.2326 -1.8044
C 2.8774 -0.2838 -1.2606
C 2.6548 0.5868 -0.2216
C 2.9351 0.2276 1.2203
C 2.4969 -0.9885 1.4529
H 2.0544 -1.0326 2.6825
H 3.1009 -1.8788 1.3034
H 2.4721 1.1229 1.9918
H 4.0512 0.3548 1.3084
H 1.4922 1.0403 -0.1423
H 3.1670 1.8462 -0.6950
H 3.9321 -0.7909 -1.1377
H 3.1703 0.1150 -2.3069
H 2.0662 -1.6460 -2.5972
H 0.8128 -0.6768 -1.7652
H 0.7567 -2.8984 -0.6967
S -0.1561 0.2370 2.2089
H -1.0412 -2.1041 -0.4223
H -3.3444 -2.1754 0.2695
Cl -6.0883 -1.4536 0.2098
H -5.5620 1.4018 0.0882
H -3.3852 2.9011 -0.0549
H -1.3994 3.4311 -1.1548
H -1.2883 3.3371 1.0655
*
```

Properties
F_max in eV Å⁻¹: 12.8
E_HOMO in eV: -8.316
E_LUMO in Eh: 0.0214
HOMO-LUMO gap in eV: 8.90

These are the natural (NBO) partial charges, in e, on atoms 1 to 2: atom 1 (C): -0.262, atom 2 (H): 0.213

---

Record 9
Molecular formula: C43H70CsGeN3O6PS4Si
Method: DFT, wB97M-V/def2-TZVPD

Geometry as ORCA input:
```
! wB97M-V def2-TZVPD RIJCOSX def2/J DEFGRID3
* xyz -2 2
Cs 0.6781 -1.0337 -0.0244
C 4.6666 -0.1798 1.0013
C 4.1084 -1.5046 1.5285
C 5.2677 -2.4383 1.8973
C 3.2608 -1.2245 2.7782
O 3.3196 -2.0405 0.4985
Ge 2.7561 -3.8348 0.3055
O 1.3436 -3.4852 1.5288
C 0.3425 -4.4047 1.8999
C -0.7481 -4.4647 0.8281
C 0.9137 -5.8084 2.1382
C -0.2558 -3.8882 3.2106
O 1.6558 -3.3831 -1.1541
C 2.0488 -3.3227 -2.5089
C 0.7732 -3.2339 -3.3478
C 2.8168 -4.5880 -2.9184
C 2.9209 -2.0904 -2.7807
H 5.2888 0.3196 1.7517
H 3.8361 0.4792 0.7332
H 5.2640 -0.3596 0.1043
H 5.9333 -1.9602 2.6223
H 5.8404 -2.6923 1.0021
H 4.8889 -3.3663 2.3319
H 3.9016 -0.8879 3.6011
H 2.7278 -2.1262 3.0815
H 2.5297 -0.4398 2.5647
H -0.3131 -4.7802 -0.1216
H -1.1937 -3.4779 0.6779
H -1.5416 -5.1650 1.1089
H 1.3043 -6.2295 1.2090
H 0.1381 -6.4758 2.5241
H 1.7352 -5.7604 2.8577
H -0.6522 -2.8821 3.0585
H 0.5237 -3.8403 3.9754
H -1.0646 -4.5346 3.5630
H 0.1533 -4.1151 -3.1774
H 1.0182 -3.1725 -4.4120
H 0.1927 -2.3499 -3.0763
H 2.2229 -5.4714 -2.6709
H 3.7661 -4.6583 -2.3816
H 3.0206 -4.5842 -3.9923
H 2.3619 -1.1582 -2.6523
H 3.2915 -2.1077 -3.8102
H 3.7721 -2.0701 -2.0974
O -0.4247 4.6486 -5.9068
C -0.2393 3.9897 -4.9083
S -1.4701 3.6333 -3.7092
C -0.4767 2.7020 -2.5730
C 0.8681 2.5113 -2.9600
S 2.0628 1.7032 -2.1160
S 1.3158 3.2583 -4.5019
S -1.2146 2.1153 -1.2008
O 1.1320 1.6667 1.6912
P 1.3319 3.0803 2.0687
N -0.1478 3.7563 2.3864
C -1.3287 2.8845 2.5148
C -2.4353 3.8174 3.0583
C -1.7643 5.1923 3.2268
C -0.6042 5.1268 2.2401
N 2.0632 4.2020 1.0908
C 1.3965 4.6585 -0.1548
C 2.5279 5.2225 -1.0343
C 3.7771 5.1951 -0.1446
C 3.4958 4.0402 0.8050
N 2.3171 3.1753 3.4062
C 2.4143 4.3812 4.2178
C 2.7508 3.8575 5.6150
C 3.5432 2.5858 5.3109
C 2.7869 1.9898 4.1262
H -1.1128 2.0529 3.1824
H -1.6059 2.4622 1.5469
H -2.8452 3.4516 3.9998
H -3.2564 3.8770 2.3436
H -1.3738 5.3086 4.2412
H -2.4419 6.0229 3.0219
H 0.1968 5.8370 2.4461
H -0.9825 5.3193 1.2283
H 0.6573 5.4233 0.0795
H 0.8846 3.8366 -0.6507
H 2.2983 6.2274 -1.3906
H 2.6697 4.5818 -1.9034
H 3.8709 6.1239 0.4253
H 4.6950 5.0447 -0.7141
H 4.0752 4.0782 1.7282
H 3.6970 3.0874 0.3017
H 1.4773 4.9435 4.2050
H 3.2053 5.0494 3.8498
H 1.8299 3.5999 6.1448
H 3.3004 4.5838 6.2154
H 3.6070 1.8981 6.1543
H 4.5597 2.8495 5.0050
H 1.9566 1.3598 4.4622
H 3.4238 1.3765 3.4924
C -4.2072 -3.6979 -0.2413
C -3.9078 -3.3333 -1.6988
C -5.1700 -3.5883 -2.5257
C -2.7839 -4.2223 -2.2368
Si -3.2701 -1.5154 -1.7072
O -2.0465 -1.2378 -0.7557
C -4.7842 -0.4644 -1.1600
C -5.9464 -0.2090 -1.8921
C -6.9819 0.5639 -1.3775
C -6.8771 1.1097 -0.1049
C -5.7261 0.8835 0.6401
C -4.6980 0.1111 0.1140
C -2.9037 -0.9972 -3.5140
C -3.7618 -1.0776 -4.6161
C -3.3875 -0.6119 -5.8724
C -2.1339 -0.0471 -6.0625
C -1.2607 0.0502 -4.9874
C -1.6487 -0.4174 -3.7387
H -4.4571 -4.7655 -0.1534
H -5.0570 -3.1201 0.1357
H -3.3529 -3.4947 0.4057
H -5.4855 -4.6353 -2.4071
H -4.9903 -3.4247 -3.5900
H -6.0026 -2.9563 -2.2068
H -3.0392 -5.2872 -2.1327
H -1.8480 -4.0427 -1.7071
H -2.6067 -4.0190 -3.2975
H -6.0476 -0.6050 -2.8972
H -7.8690 0.7493 -1.9738
H -7.6809 1.7166 0.2970
H -5.6289 1.3211 1.6280
H -3.7851 -0.0511 0.6783
H -4.7541 -1.4997 -4.5057
H -4.0802 -0.6851 -6.7042
H -1.8445 0.3251 -7.0388
H -0.2816 0.4973 -5.1173
H -0.9727 -0.3187 -2.8960
*
```

Properties
Energy relative to the best compared isomer or geometry (same formula, charge and spin) in kcal/mol: 9.5
F_max in eV Å⁻¹: 1.4
E_HOMO (spin up / spin down) in eV: -2.058 / -2.603
<S²>: 0.768
E_LUMO (spin up / spin down) in Eh: 0.1264 / 0.1263
HOMO-LUMO gap (spin up / spin down) in eV: 5.50 / 6.04

These are the Mulliken partial charges, in e, on atoms 1 to 2: atom 1 (Cs): -0.316, atom 2 (C): -1.435